C5H11N | wB97M-V/def2-TZVPD

The geometry in XYZ format:
```
17
Properties=species:S:1:pos:R:3:forces:R:3
C -0.087 0.694 1.841 -0.07 -0.08 0.14
C 0.051 -0.188 0.637 -0.31 0.07 -0.40
C 0.165 -1.667 0.924 0.69 0.33 0.10
C -0.011 0.261 -0.622 0.04 -0.16 0.12
C 0.152 -0.619 -1.832 -0.02 -0.22 0.34
N -0.171 1.611 -0.996 -0.15 0.39 -0.02
H 0.766 0.577 2.513 0.05 -0.05 0.02
H -0.156 1.755 1.615 -0.05 0.04 -0.02
H -0.977 0.403 2.410 0.04 0.11 0.03
H -0.006 -1.839 1.985 -0.20 -0.16 0.00
H -0.520 -2.263 0.326 -0.07 -0.10 0.08
H 1.188 -2.007 0.729 -0.09 -0.18 -0.04
H 0.616 -1.574 -1.597 0.02 0.05 0.07
H 0.787 -0.104 -2.547 -0.05 0.02 -0.21
H -0.816 -0.845 -2.283 -0.05 0.11 -0.19
H -0.400 2.238 -0.239 0.04 -0.11 0.09
H -0.891 1.718 -1.701 0.18 -0.05 -0.11
```
Forces are in eV/Å.

- Kohn-Sham gap: 8.74 eV
- E: -251.8497 a.u.
- LUMO level: 1.04 eV
- Energy above the lowest of the compared OMol25 structures with the same formula, charge and spin: 0.349 eV
- SMILES: CC(C)=C(C)N